The following is a DFT calculation (ωB97M-V/def2-TZVPD) of C10H30O5S5 as an isolated structure.

Values from the calculation:
Frontier orbital gap: 6.356 eV
Total energy: -75233.98349 eV
Molecular weight: 390.7 g mol⁻¹
Strongest force on any atom: 19.27 eV Å⁻¹
Relative energy (zero: lowest compared OMol25 entry of this formula, charge and spin): 3073.0 kJ/mol
E_LUMO: -0.77 eV

Last column: natural (NBO) charge in e.
Geometry (Å):
C  -1.998  1.145  -3.504  -0.762
S  -0.414  0.679  -2.744  1.152
O  -0.310  1.537  -1.399  -0.914
C  -1.010  -1.003  -2.254  -0.758
H  -2.800  1.079  -2.769  0.257
H  -2.228  0.429  -4.293  0.248
H  -1.900  2.117  -3.987  0.257
H  -0.341  -1.473  -1.534  0.266
H  -1.079  -1.515  -3.214  0.244
H  -1.937  -0.862  -1.697  0.259
C  1.385  2.072  -1.603  -0.844
S  2.958  1.133  -1.152  1.149
O  2.815  0.653  0.284  -0.950
C  2.574  -0.516  -1.968  -0.843
H  0.541  1.797  -0.970  0.389
H  1.055  1.765  -2.596  0.143
H  1.411  3.161  -1.632  0.248
H  2.478  -0.365  -3.043  0.234
H  1.505  -0.549  -1.758  0.213
H  3.246  -1.338  -1.722  0.266
C  2.358  -1.384  0.497  -0.841
S  3.214  -3.012  0.975  1.060
O  2.268  -4.033  1.755  -0.958
C  3.646  -3.701  -0.659  -0.820
H  2.992  -0.507  0.621  0.351
H  1.584  -1.060  1.193  0.361
H  1.984  -1.412  -0.526  0.247
H  3.653  -4.755  -0.382  0.267
H  4.559  -3.106  -0.674  0.231
H  2.861  -3.505  -1.390  0.202
C  0.921  -0.081  0.078  -0.928
S  -0.678  -0.157  1.019  1.106
O  -0.436  -0.172  2.517  -0.952
C  -1.480  1.451  0.520  -0.837
H  0.773  0.016  -0.998  0.178
H  1.438  -0.959  0.464  0.164
H  1.488  0.814  0.332  0.313
H  -1.334  1.404  -0.559  0.290
H  -0.822  2.135  1.058  0.213
H  -2.508  1.453  0.883  0.221
C  -3.837  2.016  4.565  -0.857
S  -3.443  0.239  4.341  1.202
O  -4.640  -0.580  3.963  -0.988
C  -2.347  0.402  2.794  -0.865
H  -4.563  2.317  3.809  0.219
H  -2.994  2.685  4.392  0.229
H  -4.484  2.245  5.411  0.231
H  -1.620  -0.408  2.742  0.317
H  -1.657  1.225  2.979  0.202
H  -2.849  0.484  1.830  0.192

Forces on the atoms, in the same order (eV/Å):
C 0.08 0.02 -0.22
S -3.06 -0.75 1.33
O -15.71 -4.94 -9.99
C 0.20 0.70 0.23
H 0.19 0.32 0.06
H 0.27 -0.18 -0.03
H -0.03 0.06 0.37
H 0.12 -0.06 -0.53
H -0.25 -0.27 0.26
H -0.23 -0.13 -0.42
C 11.16 3.63 -1.29
S 2.09 0.33 -1.91
O 7.08 9.08 -0.97
C 0.06 1.97 -2.79
H 6.05 1.29 4.20
H 2.60 0.53 -0.04
H 1.18 0.14 0.06
H 0.96 0.22 -0.33
H 1.27 -1.66 -0.54
H -0.13 0.55 -0.25
C 10.28 -12.70 2.38
S -1.24 -2.12 2.96
O 1.52 2.53 -2.29
C -1.22 0.83 1.67
H 1.07 -2.32 0.37
H 3.05 -3.95 7.62
H 1.31 -2.51 1.04
H 0.77 0.03 -0.49
H 0.44 -0.80 -1.30
H 0.29 0.06 -0.25
C -11.82 7.17 -0.89
S -0.20 -0.46 -2.86
O 9.56 -0.92 -2.68
C -0.63 -1.27 2.23
H -1.20 -0.34 2.43
H -10.10 4.13 -5.05
H -3.32 -0.38 1.18
H -1.89 0.46 2.12
H -0.25 0.75 -0.39
H 0.72 0.72 -0.50
C -1.63 0.31 -1.11
S 1.12 -0.03 -1.25
O -0.05 0.75 0.14
C -6.30 1.44 3.33
H 0.08 -0.31 -0.80
H 0.21 -0.33 0.60
H 0.85 -0.32 0.81
H -3.26 -1.38 1.97
H -0.94 0.40 0.21
H -1.13 -0.29 1.62

The following is a DFT calculation (ωB97M-V/def2-TZVPD) of a single C13H15Cl2NO2 molecule.

Values from the calculation:
SMILES: COCCCNC(=O)/C=C/c1c(Cl)cccc1Cl
Frontier orbital gap: 9.270 eV
Total energy: -44354.25717 eV
Molecular weight: 288.2 g mol⁻¹
Strongest force on any atom: 0.61 eV Å⁻¹
Relative energy (zero: lowest compared OMol25 entry of this formula, charge and spin): 0.0 kJ/mol
E_LUMO: 0.20 eV

Last column: natural (NBO) charge in e.
Geometry (Å):
C  2.342  1.451  -1.809  -0.250
O  3.153  1.193  -0.694  -0.558
C  4.247  0.349  -0.990  -0.071
C  4.934  -0.041  0.317  -0.425
H  5.937  -0.412  0.103  0.215
C  4.152  -1.125  1.067  -0.225
N  2.785  -0.736  1.316  -0.597
C  1.783  -1.121  0.483  0.646
O  1.916  -1.988  -0.362  -0.639
C  0.501  -0.419  0.727  -0.271
C  -0.540  -0.640  -0.074  -0.162
C  -1.855  -0.016  0.018  -0.051
C  -2.050  1.351  0.241  -0.028
C  -3.316  1.910  0.301  -0.235
C  -4.430  1.106  0.141  -0.183
C  -4.280  -0.251  -0.087  -0.234
C  -3.008  -0.794  -0.151  -0.021
Cl  -2.847  -2.492  -0.413  0.027
H  -5.139  -0.889  -0.217  0.232
H  -5.417  1.538  0.190  0.223
H  -3.421  2.970  0.468  0.231
Cl  -0.698  2.415  0.392  0.015
H  -0.419  -1.382  -0.855  0.245
H  0.458  0.264  1.561  0.208
H  2.658  0.118  1.836  0.391
H  4.110  -2.037  0.466  0.231
H  4.641  -1.345  2.021  0.196
H  5.017  0.853  0.937  0.205
H  4.952  0.878  -1.650  0.167
H  3.895  -0.552  -1.514  0.184
H  2.909  1.951  -2.606  0.163
H  1.913  0.524  -2.208  0.175
H  1.541  2.104  -1.469  0.196

Forces on the atoms, in the same order (eV/Å):
C -0.06 0.05 -0.16
O 0.13 0.03 0.23
C 0.28 0.01 -0.02
C -0.46 -0.13 -0.21
H 0.07 0.03 0.03
C 0.34 -0.01 -0.07
N -0.01 -0.03 0.32
C 0.04 -0.07 0.24
O 0.04 -0.08 -0.28
C -0.42 -0.05 -0.26
C 0.56 -0.20 0.13
C -0.25 0.14 0.11
C -0.27 -0.20 -0.08
C 0.02 0.01 0.01
C 0.12 -0.04 0.00
C 0.03 -0.05 -0.03
C -0.01 0.34 0.09
Cl -0.03 -0.20 -0.04
H -0.06 -0.08 0.00
H -0.10 0.04 0.00
H 0.02 0.09 0.01
Cl 0.09 0.35 0.06
H 0.11 -0.02 -0.01
H -0.07 0.09 0.05
H -0.14 -0.06 -0.10
H 0.06 0.07 0.15
H -0.03 -0.07 -0.11
H 0.12 0.05 0.01
H -0.09 -0.06 0.04
H 0.02 0.05 0.01
H -0.02 0.00 -0.01
H -0.01 0.02 0.00
H -0.03 -0.02 -0.11

The following is a DFT calculation (ωB97M-V/def2-TZVPD) of a single C3H6FNO molecule.

Values from the calculation:
Frontier orbital gap: 9.782 eV
Total energy: -9460.77173 eV
Molecular weight: 91.1 g mol⁻¹
Strongest force on any atom: 4.31 eV Å⁻¹
Relative energy (zero: lowest compared OMol25 entry of this formula, charge and spin): 291.7 kJ/mol
E_LUMO: 0.98 eV

Last column: natural (NBO) charge in e.
Geometry (Å):
C  -0.733  0.713  0.408  -0.284
C  -0.300  0.472  -1.067  -0.073
C  1.097  -1.064  -0.023  0.636
N  0.359  0.432  1.287  -0.707
O  0.838  -0.388  -1.118  -0.496
F  0.287  -2.104  0.267  -0.346
H  -0.993  1.775  0.490  0.201
H  -1.635  0.118  0.619  0.171
H  -1.133  0.033  -1.622  0.189
H  0.024  1.399  -1.545  0.193
H  2.131  -1.257  0.223  0.173
H  0.059  -0.129  2.079  0.342

Forces on the atoms, in the same order (eV/Å):
C -0.29 -0.16 -0.09
C -0.54 0.57 0.15
C -1.68 2.91 2.70
N 1.96 -2.37 -1.87
O 0.37 -0.71 0.11
F 0.15 -0.03 -0.40
H -0.14 -0.04 -0.11
H 0.11 0.11 -0.09
H 0.20 0.03 -0.07
H -0.07 -0.18 -0.02
H 0.04 -0.07 -0.18
H -0.11 -0.06 -0.12

The following is a DFT calculation (ωB97M-V/def2-TZVPD) of a single C4H9N3 molecule.

Values from the calculation:
SMILES: CN1CC=N[C@@H]1N
Frontier orbital gap: 10.074 eV
Total energy: -8761.81252 eV
Molecular weight: 99.1 g mol⁻¹
Strongest force on any atom: 5.82 eV Å⁻¹
Relative energy (zero: lowest compared OMol25 entry of this formula, charge and spin): 261.7 kJ/mol
E_LUMO: 1.09 eV

Last column: natural (NBO) charge in e.
Geometry (Å):
C  -1.090  1.348  0.238  -0.429
C  1.351  0.801  -0.351  -0.311
C  1.909  -0.580  -0.143  0.079
C  -0.245  -0.901  0.205  0.204
H  -2.122  0.918  0.129  0.231
H  -0.835  1.482  1.318  0.176
H  -1.002  2.333  -0.320  0.201
H  1.747  1.469  -1.193  0.223
H  1.539  1.545  0.534  0.197
H  2.967  -0.895  0.126  0.208
H  -0.762  -0.869  1.245  0.150
H  -1.822  -2.277  0.238  0.353
H  -1.276  -1.826  -1.424  0.378
N  -0.094  0.409  -0.464  -0.444
N  1.092  -1.501  0.333  -0.386
N  -1.357  -1.455  -0.471  -0.832

Forces on the atoms, in the same order (eV/Å):
C 0.96 0.25 -1.66
C -0.95 1.61 0.20
C 0.83 -2.58 3.52
C -1.19 1.07 0.95
H 1.16 0.46 0.03
H -0.11 -0.06 -0.71
H -0.41 -1.02 0.89
H -0.67 -1.53 0.55
H -0.14 -1.69 -0.80
H -0.92 1.04 -1.22
H 1.69 0.52 -0.78
H 1.66 2.77 -3.04
H 0.49 0.21 0.61
N -0.14 1.45 1.89
N 0.38 2.29 -2.43
N -2.65 -4.79 1.96

| no. | E_HOMO (eV) |
| --- | --- |
| 1 | -7.1 |
| 2 | -9.1 |
| 3 | -8.8 |
| 4 | -9.0 |